# 1
Below is 10 unconnected molecules or ions with the total composition C24H56N10O10, with properties calculated with ωB97M-V with the def2-TZVPD basis set.

Output
Energy in eV: -61174.47528
Frontier orbital gap in eV: 9.29
LUMO in eV: 0.57
Charge: 0
SMILES string: CC[C@H]1CCNC1=O.CC(N)=O.CC(N)=O.CC(N)=O.CC(N)=O.CC(N)=O.CC(N)=O.CC(N)=O.CC(N)=O.CC(N)=O

Atoms and positions in Å:
C1 -1.44558 -1.21195 -0.44533
C2 -2.02839 -2.54020 -1.21917
C3 -3.63593 -2.49958 -1.53919
C4 -4.69684 -2.38735 -0.28751
C5 -5.20790 -0.79920 -0.33998
N1 -4.79371 -0.14699 -1.67291
C6 -4.26407 -1.32049 -2.48913
O1 -4.39920 -1.29300 -3.84062
H1 -1.74259 -0.18986 -0.93218
H2 -0.25613 -1.27332 -0.44515
H3 -1.75988 -1.22323 0.70546
H4 -1.35645 -2.78773 -2.16300
H5 -1.86277 -3.45885 -0.47534
H6 -3.76374 -3.46374 -2.22778
H7 -4.19259 -2.52139 0.76151
H8 -5.56172 -3.16589 -0.51298
H9 -6.37373 -0.84934 -0.46982
H10 -4.76782 -0.10096 0.50620
H11 -4.06870 0.60256 -1.60785
C7 -0.34332 0.13361 -6.22963
C8 -1.04353 -0.46830 -5.04574
N2 -2.40404 -0.45693 -5.08902
O2 -0.44745 -0.94664 -4.08762
H12 0.28839 -0.62761 -6.69546
H13 0.27617 0.96857 -5.89111
H14 -1.05234 0.50393 -6.97537
H15 -2.93890 -0.07481 -5.85548
H16 -2.89858 -0.85725 -4.30224
C9 -6.60666 -6.09080 2.55396
C10 -6.70143 -4.62511 2.24258
N3 -6.43095 -3.77829 3.27346
O3 -7.00202 -4.19421 1.13530
H17 -5.85172 -6.54500 1.90643
H18 -7.57793 -6.55809 2.37007
H19 -6.32540 -6.26697 3.59599
H20 -6.17924 -4.08529 4.20188
H21 -6.48825 -2.78524 3.08796
C11 3.99633 1.51093 -2.44837
C12 3.01473 0.44677 -2.84611
N4 1.70155 0.74074 -2.64086
O4 3.35198 -0.62842 -3.32810
H22 4.57199 1.81199 -3.32786
H23 4.67072 1.10792 -1.68790
H24 3.49530 2.39289 -2.03961
H25 1.37528 1.61154 -2.24738
H26 1.02077 0.03889 -2.90124
C13 5.37367 2.71545 1.89016
C14 4.43986 3.53025 1.04265
N5 4.36458 4.85554 1.34421
O5 3.77596 3.05297 0.12967
H27 6.13609 2.26485 1.24891
H28 4.80451 1.92885 2.39300
H29 5.87111 3.32654 2.64851
H30 4.89114 5.29408 2.08582
H31 3.74172 5.42559 0.78661
C15 3.77134 6.58990 -2.64119
C16 2.35998 6.21193 -2.29568
N6 1.57174 5.83448 -3.33933
O6 1.92226 6.23416 -1.15112
H32 4.45875 5.92735 -2.10826
H33 3.94818 7.62502 -2.33660
H34 3.96355 6.50332 -3.71428
H35 1.88676 5.80025 -4.29806
H36 0.61609 5.57499 -3.13140
C17 2.05180 7.43658 4.08573
C18 3.32069 7.79845 3.36938
N7 3.17492 8.53859 2.23628
O7 4.43104 7.45942 3.76218
H37 2.08416 7.84762 5.09841
H38 1.96732 6.34749 4.13358
H39 1.17006 7.83373 3.57508
H40 2.28255 8.84139 1.87356
H41 4.01613 8.79500 1.73582
C19 -6.43446 -9.37126 0.20042
C20 -7.12479 -9.58258 1.51685
N8 -7.29212 -10.87781 1.90073
O8 -7.52186 -8.66056 2.21993
H42 -5.52584 -8.78548 0.36405
H43 -7.10549 -8.82895 -0.47126
H44 -6.15939 -10.31924 -0.27035
H45 -6.98249 -11.66991 1.35642
H46 -7.75491 -11.04567 2.78475
C21 1.51099 -3.52533 -2.40509
C22 1.62200 -3.97080 -0.97561
N9 2.78399 -4.59191 -0.63360
O9 0.73369 -3.79653 -0.14939
H47 1.36815 -2.44161 -2.43099
H48 0.65267 -4.02040 -2.86739
H49 2.40858 -3.77358 -2.97840
H50 3.54343 -4.75793 -1.27801
H51 2.88234 -4.90132 0.32474
C23 7.29669 2.85820 6.30853
C24 6.36288 3.67300 5.46102
N10 6.28760 4.99828 5.76257
O10 5.69898 3.19572 4.54803
H52 8.05911 2.40759 5.66728
H53 6.72753 2.07160 6.81136
H54 7.79413 3.46929 7.06688
H55 6.81416 5.43682 6.50419
H56 5.66474 5.56833 5.20497

---

# 2
Below is 8 unconnected molecules or ions with the total composition C24H56N8O8, with properties calculated with ωB97M-V with the def2-TZVPD basis set.

Output
Energy in eV: -54096.00415
Frontier orbital gap in eV: 9.19
LUMO in eV: 0.41
Charge: 0
SMILES string: CN(C)C=O.CN(C)C=O.CN(C)C=O.CN(C)C=O.CN(C)C=O.CN(C)C=O.CN(C)C=O.CN(C)C=O
ΔE to the lowest compared entry with this formula, charge and spin in eV: 5.9276

Atoms and positions in Å:
C1 -4.80833 10.58590 11.42953
N1 -5.94994 10.89832 10.56265
C2 -5.70223 10.66309 9.13133
C3 -7.08619 11.39007 10.98941
O1 -8.05147 11.59718 10.24560
H1 -3.90226 11.17623 11.22691
H2 -4.68280 9.48628 11.44430
H3 -5.06331 10.91509 12.41951
H4 -5.33132 9.64944 9.01223
H5 -6.53590 10.99264 8.49106
H6 -4.84524 11.26969 8.72435
H7 -7.14143 11.46763 12.09074
C4 -2.21005 17.41326 9.70847
N2 -2.63403 16.01354 9.65776
C5 -2.42523 15.26054 8.42443
C6 -3.12448 15.41381 10.76330
O2 -3.47060 14.24022 10.80715
H8 -2.28053 17.79817 10.71524
H9 -2.73147 18.00186 8.98160
H10 -1.14428 17.60279 9.47159
H11 -1.74502 14.42410 8.72185
H12 -3.32750 14.87879 7.97059
H13 -1.75974 15.89494 7.84131
H14 -3.31441 16.06025 11.63513
C7 -6.48557 21.84942 7.71648
N3 -5.43064 20.86682 7.50952
C8 -5.77094 19.46104 7.46817
C9 -4.13315 21.21386 7.42038
O3 -3.18027 20.48189 7.31552
H15 -6.83761 21.73499 8.76912
H16 -7.31825 21.64615 7.06129
H17 -6.16649 22.85731 7.62191
H18 -4.92143 18.77277 7.45045
H19 -6.43831 19.24322 8.31002
H20 -6.44279 19.32853 6.59248
H21 -4.03203 22.31310 7.55235
C10 -10.08876 15.69506 9.62081
N4 -10.16275 14.21781 9.54184
C11 -9.65312 13.57577 8.35606
C12 -10.52940 13.52860 10.62492
O4 -10.76889 14.00023 11.72047
H22 -9.05014 16.03760 9.65467
H23 -10.71625 16.13173 10.40239
H24 -10.36834 16.03089 8.61451
H25 -10.22927 13.89639 7.48540
H26 -8.61568 13.89829 8.31944
H27 -9.71233 12.49584 8.47178
H28 -10.60491 12.42866 10.60074
C13 -11.03765 21.18989 8.79351
N5 -10.45856 19.85229 8.96080
C14 -10.23188 19.36237 10.33176
C15 -9.73277 19.33974 7.97136
O5 -8.91279 18.44687 8.09766
H29 -11.27662 21.28071 7.72106
H30 -10.32371 21.95160 9.17469
H31 -11.93072 21.15933 9.40007
H32 -9.46465 19.95743 10.81670
H33 -11.13962 19.35328 10.90804
H34 -9.99021 18.28199 10.26975
H35 -9.85664 19.74149 6.92256
C16 -10.19241 10.92110 16.14194
N6 -9.43345 11.90302 15.36046
C17 -9.98288 12.23050 14.07480
C18 -8.22139 12.25550 15.84113
O6 -7.81804 12.00993 16.95949
H36 -11.17589 11.28841 16.46344
H37 -9.62431 10.63728 17.02359
H38 -10.24213 9.99923 15.57320
H39 -10.95613 12.68282 14.15679
H40 -9.33409 12.93075 13.54068
H41 -10.10982 11.28520 13.47050
H42 -7.57926 12.76900 15.11906
C19 -7.12166 14.41771 11.29547
N7 -7.34679 15.88025 11.49567
C20 -6.47029 16.78075 10.69526
C21 -8.42486 16.39680 12.06794
O7 -8.62464 17.63690 12.20491
H43 -8.02064 13.94980 11.64321
H44 -6.21575 14.00179 11.72623
H45 -6.95532 14.28957 10.22798
H46 -5.47889 16.35295 10.78819
H47 -6.82706 16.78778 9.65434
H48 -6.47897 17.81148 11.04830
H49 -9.17291 15.67349 12.38268
C22 -8.65221 18.25502 15.57881
N8 -9.86166 18.95575 15.97457
C23 -9.88919 20.35280 15.80678
C24 -10.89745 18.26170 16.56551
O8 -11.90044 18.78103 17.01980
H50 -8.33652 18.53688 14.58963
H51 -8.92184 17.19962 15.66270
H52 -7.86080 18.48567 16.33021
H53 -9.75912 20.68998 14.73086
H54 -10.86188 20.74987 16.07915
H55 -9.07549 20.75635 16.38611
H56 -10.76274 17.15019 16.70441

---

# 3
Below is 5 unconnected molecules or ions with the total composition C24H57ClN5O7PSi, with properties calculated with ωB97M-V with the def2-TZVPD basis set.

Output
Energy in eV: -77288.65314
Frontier orbital gap in eV: 8.83
LUMO in eV: 0.50
Charge: 0
SMILES string: CC[C@@H](C)CO[C@H](CCO[Si](C)(C)C)[C@H](N)P(O)Cl.CNC(C)=O.CNC(C)=O.CNC(C)=O.CNC(C)=O

Atoms and positions in Å:
C1 4.49251 -1.09462 -0.29281
C2 5.86573 -0.55879 -0.71908
C3 6.57385 0.39441 0.26810
C4 7.50012 1.37936 -0.48288
C5 5.66115 1.11845 1.23308
O1 4.63063 1.78120 0.53648
C6 3.63487 2.36604 1.37668
C7 2.60433 1.35768 1.84298
C8 1.80201 0.66469 0.73849
O2 0.40054 0.82128 0.99116
Si1 -0.66375 0.50907 -0.25270
C9 -1.44816 2.13653 -0.72952
C10 0.16886 -0.27159 -1.72882
C11 -2.01806 -0.66345 0.28869
C12 3.09328 3.62613 0.66544
N1 1.63569 3.71077 0.73124
P1 3.79085 3.76314 -1.06029
O3 3.25273 2.37432 -1.73903
Cl1 2.36243 5.02625 -1.86449
H1 4.25881 -1.99460 -0.85891
H2 4.44852 -1.31415 0.77171
H3 3.71408 -0.37727 -0.55071
H4 6.52565 -1.41783 -0.86032
H5 5.77984 -0.10183 -1.70589
H6 7.21654 -0.23494 0.88674
H7 7.48339 2.36485 -0.01969
H8 7.20650 1.49124 -1.52343
H9 8.53174 1.03394 -0.44562
H10 5.27851 0.43685 1.99774
H11 6.26694 1.86788 1.75972
H12 4.15337 2.71354 2.27822
H13 1.87986 1.82227 2.50918
H14 3.12835 0.60237 2.43255
H15 2.02501 -0.40273 0.71457
H16 2.06782 1.11990 -0.21393
H17 -2.03876 2.03257 -1.64064
H18 -0.68689 2.90471 -0.87453
H19 -2.12776 2.49754 0.04419
H20 1.01655 0.32843 -2.06603
H21 0.58296 -1.23697 -1.44122
H22 -0.51637 -0.37208 -2.56855
H23 -2.73142 -0.70340 -0.53608
H24 -1.59615 -1.65805 0.41766
H25 -2.51299 -0.34894 1.20540
H26 3.54815 4.49135 1.16989
H27 1.33824 4.59882 0.34981
H28 1.35672 3.78056 1.70387
H29 4.01843 1.80352 -1.85159
C13 -4.76686 -3.20869 4.47403
N2 -4.28810 -3.27642 3.10790
C14 -3.02673 -3.53775 2.66714
C15 -1.96490 -3.79019 3.71271
O4 -2.77529 -3.55366 1.47568
H30 -5.55289 -3.94697 4.64258
H31 -5.17369 -2.21909 4.68918
H32 -3.95717 -3.40490 5.16832
H33 -4.94577 -3.10915 2.36328
H34 -1.02538 -3.97416 3.20185
H35 -1.84807 -2.92439 4.36541
H36 -2.21517 -4.66009 4.32122
C16 -5.55022 -2.04766 -3.89351
N3 -5.04078 -0.78814 -3.39052
C17 -5.42312 -0.10632 -2.27632
C18 -6.51927 -0.71693 -1.43251
O5 -4.88906 0.94664 -1.97874
H37 -4.75270 -2.79118 -3.94192
H38 -5.96396 -1.92167 -4.89568
H39 -6.33225 -2.42594 -3.24415
H40 -4.30447 -0.33171 -3.90562
H41 -6.70014 -0.05834 -0.58911
H42 -7.44134 -0.82212 -2.00544
H43 -6.21987 -1.69770 -1.06069
C19 -3.56302 3.81614 1.75490
N4 -2.14357 4.07887 1.87764
C20 -1.52429 5.24489 2.18265
C21 -2.38795 6.45807 2.43644
O6 -0.30423 5.29245 2.23392
H44 -3.87076 3.04495 2.46335
H45 -3.79985 3.47085 0.74687
H46 -4.13459 4.71635 1.95519
H47 -1.50249 3.31694 1.70458
H48 -1.73665 7.29727 2.65864
H49 -2.98803 6.69747 1.55813
H50 -3.05374 6.29105 3.28379
C22 0.87215 -5.96835 -4.27680
N5 1.48342 -4.75523 -3.77278
C23 1.14429 -4.03672 -2.66702
C24 -0.01542 -4.53986 -1.83710
O7 1.75652 -3.02564 -2.37082
H51 1.60187 -6.77922 -4.31382
H52 0.48221 -5.81194 -5.28425
H53 0.05282 -6.27281 -3.63472
H54 2.26053 -4.36545 -4.28213
H55 -0.16245 -3.86192 -1.00208
H56 -0.93224 -4.57096 -2.42692
H57 0.18736 -5.53901 -1.44958